Entry 1:
The following is a quantum chemistry calculation of C52H58BrI2KN2O6P2S as an isolated structure, from the OMol25 dataset.

ORCA input file:
```
! RIJCOSX wB97M-V def2-TZVPD def2/J DEFGRID3
* xyz -2 1
K 0.09343 0.99434 0.19467
C -3.99945 -3.85133 2.27624
C -2.95664 -2.73622 2.21743
C -3.63310 -1.39261 2.47212
P -1.88053 -2.60999 0.68580
C -2.88375 -3.46146 -0.63534
C -1.97695 -3.85806 -1.80043
C -3.94919 -2.47548 -1.12317
C -0.54641 -3.81269 0.99283
C -0.75514 -4.97014 1.74683
C 0.24049 -5.89442 2.00544
C 1.50326 -5.65729 1.46143
C 1.73861 -4.53018 0.71163
C 0.73923 -3.55147 0.45039
N 1.00866 -2.49137 -0.37051
C 2.18338 -1.83440 -0.19142
C 2.79151 -1.69550 1.08964
C 3.96063 -1.00414 1.28388
C 4.59933 -0.35752 0.22337
C 4.00394 -0.43555 -1.02033
C 2.83081 -1.15930 -1.26194
P 2.15676 -1.31563 -2.94884
C 3.09619 -2.76912 -3.63560
C 4.61368 -2.82692 -3.48401
C 2.67029 -3.04836 -5.07571
C 2.71960 0.26546 -3.78470
C 4.08906 0.32403 -4.46546
C 1.63992 0.70417 -4.77729
H -4.52266 -3.83831 3.23866
H -3.58031 -4.84831 2.13782
H -4.75903 -3.71441 1.50223
H -2.22880 -2.89217 3.02211
H -4.42147 -1.20012 1.73939
H -2.92472 -0.56776 2.40987
H -4.09631 -1.37167 3.46534
H -3.36732 -4.36804 -0.25066
H -1.49511 -2.97664 -2.22473
H -2.56559 -4.33758 -2.58980
H -1.18659 -4.54173 -1.48861
H -3.45992 -1.56398 -1.47690
H -4.65636 -2.19335 -0.33959
H -4.52289 -2.89747 -1.95569
H -1.74207 -5.14232 2.15914
H 0.03999 -6.77589 2.60261
H 2.31381 -6.36265 1.61801
H 2.72342 -4.36684 0.28877
H 2.28804 -2.13440 1.94166
H 4.36146 -0.93537 2.29126
H 5.49708 0.22863 0.37217
H 4.47054 0.08722 -1.84523
H 2.67038 -3.56365 -3.00823
H 5.11302 -2.15887 -4.18703
H 4.97544 -3.84130 -3.68511
H 4.92614 -2.55398 -2.47556
H 3.03348 -2.27088 -5.75347
H 1.58352 -3.08559 -5.16818
H 3.07783 -4.00232 -5.42473
H 2.70766 0.98953 -2.96148
H 4.11189 -0.32371 -5.34671
H 4.91010 0.02025 -3.81868
H 4.28981 1.34376 -4.80748
H 1.44345 -0.07276 -5.52265
H 1.94830 1.61503 -5.29741
H 0.70118 0.92042 -4.26656
I 1.20003 4.74606 -3.80876
C 2.46053 4.26848 -2.22734
C 3.76710 4.74512 -2.21350
C 4.63001 4.46091 -1.18680
I 6.56664 5.22933 -1.26586
C 4.18432 3.65495 -0.10160
C 4.98039 3.34879 1.02690
C 4.47499 2.57292 2.02977
C 3.16442 2.08491 1.90357
N 2.39128 2.35692 0.88476
C 2.86503 3.13771 -0.11462
C 1.92306 3.43596 -1.21908
O 0.75755 2.98256 -1.23149
H 4.09631 5.36015 -3.04246
H 5.98887 3.73743 1.08359
H 5.06008 2.32168 2.90466
H 2.74139 1.45158 2.67739
O -0.71968 -0.58963 -1.69709
H -0.11922 -1.32379 -1.42262
H -0.65979 -0.51956 -2.65300
O 0.47951 4.09247 2.93057
H 0.93795 4.00042 2.08684
H -0.10824 3.31302 2.92397
O -2.89313 1.75566 -2.81688
S -2.70016 1.88703 -1.35083
C -4.31364 1.74970 -0.58246
C -5.44415 1.61868 -1.36906
C -6.67459 1.45523 -0.74690
C -6.75771 1.42405 0.63808
C -5.60996 1.54864 1.41217
C -4.37449 1.70348 0.80361
C -2.42097 3.62966 -1.01650
C -2.64057 4.54819 -2.02782
C -2.34332 5.88189 -1.78916
C -1.83006 6.27411 -0.55997
C -1.60398 5.33770 0.43846
C -1.89439 3.99951 0.21027
H -5.33132 1.62899 -2.44590
H -7.56938 1.34259 -1.34757
H -7.71800 1.28584 1.12013
H -5.66913 1.50008 2.49267
H -3.46860 1.77183 1.39881
H -2.99446 4.20194 -2.99013
H -2.48682 6.61215 -2.57644
H -1.57997 7.31448 -0.38982
H -1.16150 5.61661 1.38687
H -1.67910 3.26233 0.97742
Br -3.10265 2.08133 4.58370
C -1.74226 0.93812 5.28600
C -1.84065 0.66659 6.64673
C -0.92605 -0.17841 7.24825
C 0.07249 -0.76787 6.48068
C 0.13923 -0.49958 5.12742
C -0.75165 0.37382 4.49849
C -0.55415 0.60408 2.99495
O -0.97149 1.70072 2.53651
O -0.01188 -0.31743 2.37336
H -2.63674 1.12053 7.22084
H -1.00287 -0.38274 8.30940
H 0.78963 -1.44205 6.93250
H 0.88092 -0.96753 4.49280
*
```

Properties
HOMO-LUMO gap (eV): 5.04
Energy above the lowest of the compared OMol25 structures with the same formula, charge and spin (eV): 0.000
DFT total energy (eV): -202117.8636
E_HOMO (eV): -1.69

=====

Entry 2:
The following is a quantum chemistry calculation of C52H58CoN7O3P2S2 as an isolated structure in a non-equilibrium geometry, from the OMol25 dataset.

ORCA input file:
```
! RIJCOSX wB97M-V def2-TZVPD def2/J DEFGRID3
* xyz 1 2
Co -0.75742 -0.52221 0.64696
C -2.41182 -0.38461 4.16696
C -2.10172 -1.68731 3.43096
C -2.46332 -2.89161 4.28326
O -0.72482 -1.68241 3.06296
C -2.90582 -1.68791 2.07776
O -3.78272 -2.50401 1.88966
O -2.52792 -0.77161 1.27766
H -1.97212 -0.41461 5.16116
H -3.48582 -0.25111 4.25816
H -1.99012 0.45479 3.62006
H -1.95682 -2.83111 5.24626
H -2.18582 -3.81851 3.78506
H -3.53802 -2.90741 4.44266
H -0.39652 -2.59101 3.07536
C -3.49322 -2.62671 -1.23074
N -2.03522 -2.50351 -1.32074
P -1.14542 -3.05291 0.07786
C 0.46748 -3.59321 -0.60334
C 0.71228 -3.96651 -1.91334
C 1.97998 -4.36911 -2.29274
C 3.01248 -4.39581 -1.37094
C 2.76078 -4.08431 -0.04454
C 1.49358 -3.68671 0.33506
C -1.74942 -4.77341 0.20696
C -1.73062 -5.41711 1.43326
C -2.06122 -6.75701 1.52606
C -2.40222 -7.46401 0.38646
C -2.39682 -6.82971 -0.84614
C -2.06562 -5.49281 -0.94054
P -1.31122 -1.00041 -1.79044
C -0.78892 -1.57411 -3.45834
C -1.80632 -2.09591 -4.25474
C -1.51532 -2.64951 -5.48444
C -0.20142 -2.68721 -5.92494
C 0.80968 -2.15411 -5.14434
C 0.52218 -1.59341 -3.90844
C -2.58712 0.20759 -2.32294
C -3.68702 0.55059 -1.53784
C -4.53882 1.56639 -1.94024
C -4.28612 2.27679 -3.10394
C -3.17492 1.96459 -3.86934
C -2.33242 0.93759 -3.48524
H -3.76842 -3.67521 -1.34424
H -3.96032 -2.05611 -2.03264
H -3.89752 -2.28101 -0.27754
H -0.08462 -3.94041 -2.63664
H 2.16288 -4.65011 -3.31834
H 4.00808 -4.67321 -1.68324
H 3.55868 -4.13381 0.68406
H 1.29188 -3.43811 1.37046
H -1.44432 -4.86971 2.31936
H -2.04982 -7.25271 2.48466
H -2.66152 -8.50961 0.45406
H -2.64402 -7.38491 -1.73874
H -2.03162 -5.00831 -1.90484
H -2.82912 -2.06341 -3.90964
H -2.31182 -3.05481 -6.09134
H 0.02578 -3.13801 -6.87834
H 1.82978 -2.18711 -5.49544
H 1.31498 -1.19141 -3.29334
H -3.86232 0.03799 -0.60264
H -5.40632 1.80139 -1.34074
H -4.94352 3.07549 -3.41244
H -2.96082 2.51319 -4.77364
H -1.46322 0.71739 -4.08904
S 1.44558 -0.70621 0.12986
C 2.47188 0.18949 1.14976
N 3.79298 0.23009 0.88816
C 4.57898 1.25019 1.53796
C 4.22178 1.26569 3.01926
N 2.79888 1.46429 3.17326
C 2.37278 2.45239 4.15026
C 2.55418 3.84559 3.59276
C 1.71638 4.28529 2.57366
C 1.89118 5.53539 2.01196
C 2.90248 6.36489 2.46626
C 3.73808 5.93849 3.48286
C 3.56948 4.68119 4.03886
C 1.96088 0.90539 2.27566
S 0.28608 1.02269 2.48046
C 4.44598 -0.62181 -0.07874
C 4.99708 0.16339 -1.23924
C 6.36788 0.27419 -1.42404
C 6.87418 1.02419 -2.47104
C 6.01098 1.67089 -3.33884
C 4.64098 1.55329 -3.16674
C 4.13418 0.80189 -2.12204
H 4.36818 2.22969 1.08926
H 5.63588 1.02659 1.40096
H 4.74928 2.07119 3.52996
H 4.50878 0.30909 3.47456
H 2.97628 2.31319 5.05036
H 1.32318 2.26669 4.38866
H 0.91858 3.64359 2.23256
H 1.23628 5.86439 1.21956
H 3.02798 7.34759 2.04096
H 4.52058 6.58579 3.84796
H 4.21748 4.36239 4.84296
H 3.71058 -1.35011 -0.42214
H 5.25678 -1.14611 0.43766
H 7.04548 -0.23951 -0.75634
H 7.94218 1.10419 -2.60654
H 6.40418 2.25129 -4.15954
H 3.96448 2.04719 -3.84854
H 3.06598 0.70479 -1.98934
C -3.31182 5.47339 -0.94254
C -3.38982 5.29239 0.57036
C -4.56752 4.40219 0.95156
C -2.06162 4.74819 1.12706
N -1.64932 3.50689 0.53056
C -2.02632 2.25809 0.83906
N -1.32282 1.43199 0.08866
N -0.53852 2.18769 -0.67064
N -0.72322 3.41259 -0.42154
H -4.16182 6.05089 -1.29684
H -3.33012 4.50889 -1.44664
H -2.39902 5.99359 -1.22234
H -3.52842 6.26989 1.04426
H -4.44312 3.39669 0.55416
H -5.48492 4.81589 0.53986
H -4.67132 4.34159 2.03296
H -2.14762 4.58289 2.20506
H -1.26892 5.47429 0.93406
H -2.73962 1.98619 1.58816
*
```

Properties
⟨S²⟩: 1.18
HOMO-LUMO gap (spin up / spin down) (eV): 6.28 / 6.25
Energy above the lowest of the compared OMol25 structures with the same formula, charge and spin (eV): 1.821
DFT total energy (eV): -149308.9798
E_HOMO (spin up / spin down) (eV): -10.24 / -10.19